[1]
ORCA calculation (the ωB97M-V functional and the def2-TZVPD basis) on C5H10O2 in the gas phase.

HOMO level = -10.530 eV
Kohn-Sham gap = 11.3 eV
total energy = -347.0145 Ha
charge = 0
LUMO = 0.8165 eV

```
17
Properties=species:S:1:pos:R:3:forces:R:3
O -1.873541 -0.765639 0.032549 0.0605 0.1140 0.2208
C -1.314857 0.282853 -0.182954 -0.3541 -0.7278 -0.5954
O -1.960607 1.454490 -0.029694 -0.1654 -0.1166 0.0557
C 0.074595 0.357048 -0.752850 0.2337 1.3539 0.3445
C 1.038964 -0.577523 -0.046682 -0.1769 -0.7410 0.4016
C 1.066608 -0.339167 1.467674 -0.0461 0.6908 0.1436
C 2.422026 -0.562460 -0.681823 -0.5407 0.4078 -0.1849
H -2.871362 1.188837 0.213346 0.3815 0.2728 -0.0091
H 0.010694 0.190945 -1.824977 -0.1375 -0.4736 -0.1533
H 0.431997 1.396411 -0.701202 -0.0317 -0.1500 0.2670
H 0.631863 -1.586066 -0.134946 0.0350 -0.1101 -0.3752
H 0.950475 0.719779 1.695341 0.1860 0.3126 -0.0498
H 0.217077 -0.802810 1.976945 0.2605 -0.2661 -0.0990
H 2.018986 -0.637839 1.918181 -0.2778 -0.2363 -0.0526
H 3.026986 -1.335808 -0.226078 0.3535 0.0208 0.0261
H 2.322259 -0.759830 -1.744761 0.1096 -0.2198 -0.2188
H 2.892099 0.423252 -0.612110 0.1097 -0.1313 0.2788
```
Forces are in eV/Å.



[2]
ORCA calculation (the ωB97M-V functional and the def2-TZVPD basis) on C5H10O2 in the gas phase.

HOMO level = -8.490 eV
Kohn-Sham gap = 9.5 eV
total energy = -346.9314 Ha
charge = 0
LUMO = 0.9781 eV

```
17
Properties=species:S:1:pos:R:3:forces:R:3
C -1.588308 -0.834372 1.793595 -0.2395 0.0570 0.0864
O -0.229053 -1.121998 1.544282 0.0926 0.0257 -0.0184
C 0.415852 -0.313297 0.658796 0.0694 0.1579 -0.1398
C 0.262538 1.041879 -2.087010 -0.0148 -0.0093 -0.2257
C 1.754055 -0.859808 0.272540 0.0263 -0.0171 -0.0119
C -0.075125 0.839278 0.188646 -0.2323 -0.1763 0.2688
O 0.583421 1.541636 -0.800071 0.0734 0.0084 0.0473
H -1.706337 0.085359 2.381688 0.0290 -0.1289 -0.0699
H -1.988668 -1.678481 2.358554 0.0800 0.1421 -0.0599
H -2.141095 -0.724701 0.850059 0.0888 -0.0312 0.1490
H -0.818701 1.102645 -2.280060 0.1844 0.0423 0.0227
H 0.570721 -0.008129 -2.187622 -0.0278 0.1600 -0.0095
H 0.805122 1.652370 -2.812257 -0.1035 -0.0702 0.0600
H 1.658477 -1.815123 -0.257732 -0.0141 0.1656 0.0967
H 2.280880 -0.139496 -0.357209 -0.0567 -0.1565 0.1124
H 2.343208 -1.039767 1.178673 -0.0813 0.0079 -0.1340
H -0.996241 1.298000 0.548342 0.1261 -0.1774 -0.1742
```
Forces are in eV/Å.



[3]
ORCA calculation (the ωB97M-V functional and the def2-TZVPD basis) on C5H10O2 in the gas phase.

HOMO level = -7.137 eV
Kohn-Sham gap = 7.8 eV
total energy = -346.8190 Ha
charge = 0
LUMO = 0.6543 eV

```
17
Properties=species:S:1:pos:R:3:forces:R:3
C -2.388854 -0.810621 -0.351987 -0.0522 -0.1292 0.0544
C -1.649881 0.520521 -0.450128 -0.1583 0.0892 -0.0158
C -0.501062 0.777850 0.465573 -0.6632 0.1337 0.2781
O 0.674969 -0.355645 -0.036996 0.2401 0.5623 0.2261
C 1.773746 0.561035 -0.085267 0.4391 -0.3634 -0.2577
C 2.994850 -0.146061 0.367564 0.1863 -0.2589 0.1647
O 2.930062 -1.206577 0.950987 0.1521 0.3072 -0.2562
H -3.263760 -0.841197 -1.010879 0.0945 -0.0563 0.0634
H -1.729145 -1.643092 -0.626199 -0.1140 0.0960 0.0163
H -2.728189 -0.975015 0.677663 0.0177 -0.0186 -0.1517
H -1.367986 0.726296 -1.494319 -0.0235 -0.0080 0.2047
H -2.316476 1.348214 -0.166814 -0.1151 -0.0860 -0.1007
H -0.677935 0.315993 1.449422 -0.2797 -0.0126 0.0033
H 0.889535 -1.081053 0.593104 0.0865 0.4387 -0.1856
H 1.621818 1.429393 0.583913 -0.2086 -0.4330 -0.1286
H 1.800329 0.973237 -1.093280 0.2545 -0.1112 0.0084
H 3.937974 0.406724 0.227650 0.1437 -0.1498 0.0770
```
Forces are in eV/Å.



[4]
ORCA calculation (the ωB97M-V functional and the def2-TZVPD basis) on C5H10O2 in the gas phase.

HOMO level = -10.449 eV
Kohn-Sham gap = 11.3 eV
total energy = -347.0096 Ha
charge = 0
LUMO = 0.8169 eV

```
17
Properties=species:S:1:pos:R:3:forces:R:3
O -1.912083 1.005825 -1.678127 0.1758 -0.0707 -0.1108
C -1.841665 0.396794 -0.645890 -0.4894 0.0353 0.0716
O -2.609085 0.732841 0.424712 -0.2502 0.0520 -0.1366
C -1.021537 -0.830158 -0.359515 0.3147 0.3644 0.3201
C -0.023846 -0.585915 0.763517 0.6249 0.3507 0.7374
C 1.030663 0.471963 0.462797 -0.0712 1.4651 0.1695
C 2.239351 -0.012995 -0.313537 -0.1586 -0.2633 -0.2714
H -3.258705 1.389661 0.111146 0.4133 -0.0866 0.1304
H -0.499749 -1.112252 -1.267056 -0.1176 -0.1440 -0.1617
H -1.723829 -1.589117 -0.036357 -0.0966 -0.3569 -0.1777
H -0.506895 -0.340323 1.706660 -0.5132 0.2834 -0.1488
H 0.523942 -1.478129 1.052404 -0.0281 -0.5358 -0.4229
H 0.620002 1.375027 -0.020157 -0.3278 -0.5457 -0.5094
H 1.331363 0.995450 1.377698 0.3355 -0.7194 0.3281
H 2.727895 -0.850297 0.190068 0.0256 0.0607 0.0256
H 2.960945 0.783520 -0.450274 0.1973 0.1350 0.0462
H 1.963234 -0.351889 -1.318082 -0.0345 -0.0240 0.1104
```
Forces are in eV/Å.



[5]
ORCA calculation (the ωB97M-V functional and the def2-TZVPD basis) on C5H10O2 in the gas phase.

HOMO level = -9.374 eV
Kohn-Sham gap = 10.2 eV
total energy = -346.9424 Ha
charge = 0
LUMO = 0.8668 eV

```
17
Properties=species:S:1:pos:R:3:forces:R:3
C -1.598216 -0.573689 -0.398180 -0.0281 0.0063 -0.0550
C -0.625962 0.523465 -0.011779 0.0315 -0.2547 -0.0016
O -0.910881 1.792645 -0.509529 -0.2503 0.1602 0.2169
C 0.015854 0.334267 1.340330 0.0204 -0.0626 0.1588
C 0.828432 0.160044 0.060839 -0.1365 -0.1454 -0.1469
C 1.293558 -1.074409 -0.695264 0.0157 -0.0600 0.1117
O 1.747068 1.205085 -0.129582 0.0701 0.2180 0.1037
H -2.614375 -0.284264 -0.105700 0.1122 -0.0131 -0.1028
H -1.581157 -0.781241 -1.473611 -0.0487 0.1161 0.1295
H -1.361784 -1.502679 0.133462 -0.0492 0.1879 -0.1505
H -1.612196 2.184644 0.024763 0.0411 -0.0364 -0.0891
H 0.258424 1.249354 1.882378 0.0231 -0.2079 -0.1081
H -0.336580 -0.474605 1.975198 0.1796 -0.0228 -0.1954
H 2.380511 -1.162859 -0.639900 -0.1161 -0.0267 0.1531
H 0.841928 -2.017688 -0.380688 -0.0018 0.1752 0.0915
H 1.039318 -0.920828 -1.753350 0.0897 -0.0691 0.2033
H 2.062845 1.461484 0.745137 0.0474 0.0351 -0.3189
```
Forces are in eV/Å.



[6]
ORCA calculation (the ωB97M-V functional and the def2-TZVPD basis) on C5H10O2 in the gas phase.

HOMO level (spin up / spin down) = -7.678 / -7.622 eV
Kohn-Sham gap (spin up / spin down) = 8.4 / 7.9 eV
total energy = -346.8167 Ha
charge = 0
LUMO (spin up / spin down) = 0.6999 / 0.2782 eV

```
17
Properties=species:S:1:pos:R:3:forces:R:3
O 2.822821 -0.198361 0.765057 0.2810 -0.1380 -0.0605
C 1.492450 -0.534089 0.400151 -0.3685 -0.4450 -1.1572
C 0.575202 0.445772 0.981805 0.3267 -0.0427 1.3631
C -0.434205 1.179660 0.256430 -1.2907 0.3755 -1.0551
C -1.881736 0.550085 0.033825 0.8759 0.9013 0.4840
O -1.720754 -0.756951 -0.406123 -0.1918 -0.8117 0.2333
C -0.739027 -0.973819 -1.298538 -0.6016 -0.6804 -0.9568
H 3.346666 -1.007386 0.806813 -0.0822 0.1740 -0.0445
H 1.259133 -0.540352 -0.715774 0.8155 0.1366 0.8086
H 1.288761 -1.580319 0.680397 -0.1049 0.1638 0.2092
H 0.830379 0.768868 1.990022 -0.0922 -0.0882 -0.0940
H -0.601999 2.180617 0.674502 0.1424 -0.1159 -0.1513
H -0.084679 1.232933 -0.793894 0.0014 0.4317 0.3400
H -2.389282 1.177041 -0.712069 -0.0027 -0.1003 0.0515
H -2.483213 0.512417 0.946349 0.1278 0.0009 -0.1150
H -0.798752 -0.428796 -2.244174 0.1355 0.1179 0.1244
H -0.481768 -2.027320 -1.364774 0.0284 0.1203 0.0200
```
Forces are in eV/Å.



[7]
ORCA calculation (the ωB97M-V functional and the def2-TZVPD basis) on C5H10O2 in the gas phase.

HOMO level (spin up / spin down) = -7.074 / -7.361 eV
Kohn-Sham gap (spin up / spin down) = 7.8 / 8.0 eV
total energy = -346.8612 Ha
charge = 0
LUMO (spin up / spin down) = 0.7354 / 0.6827 eV

```
17
Properties=species:S:1:pos:R:3:forces:R:3
O 2.253629 -0.511546 -1.371286 0.0384 0.2575 -0.1075
C 1.828539 -0.811013 -0.045820 -0.1654 -0.1890 0.3467
C 0.555122 -0.131527 0.345721 -0.1359 -0.7605 -0.0419
C -0.780185 -0.739037 0.575704 0.0042 -0.0701 0.0672
C -1.774314 -0.488332 -0.584765 -0.0645 0.0041 -0.0868
C -0.275789 2.070529 0.557871 -0.4980 0.3897 0.1584
O 0.652765 1.166801 0.368994 0.6798 0.3749 -0.1080
H 2.369065 0.446566 -1.411213 0.0122 -0.1545 -0.1118
H 2.634012 -0.562972 0.664705 -0.1095 0.0032 -0.1039
H 1.683190 -1.894289 -0.016045 -0.0110 0.1585 0.0484
H -1.489863 0.393576 -1.167824 -0.0839 -0.0969 0.0927
H -1.193870 -0.318718 1.510786 0.0787 -0.0515 -0.1598
H -0.664494 -1.814202 0.743244 0.0005 0.1664 -0.0033
H -2.793554 -0.332285 -0.215651 0.1398 -0.0459 -0.0615
H -1.790794 -1.339403 -1.269700 0.0506 0.1062 0.0753
H -1.301507 1.780794 0.730717 0.1105 0.0291 -0.0129
H 0.088046 3.085060 0.584560 -0.0464 -0.1214 0.0086
```
Forces are in eV/Å.



[8]
ORCA calculation (the ωB97M-V functional and the def2-TZVPD basis) on 2 unconnected molecules or ions with the total composition C5H10O2.

HOMO level = -9.183 eV
Kohn-Sham gap = 10.0 eV
total energy = -346.8899 Ha
charge = 0
LUMO = 0.8491 eV

```
17
Properties=species:S:1:pos:R:3:forces:R:3
C 0.563137 1.447896 0.683881 0.3557 0.0569 -0.0203
C -0.652015 1.397387 1.193476 -0.2632 -0.0059 0.1089
C 0.314749 -0.709905 -1.950713 0.0900 -0.8319 1.1849
C -1.869091 1.004554 0.426391 0.0583 0.0652 -0.0222
C 1.275868 -2.093218 -0.322849 -0.3503 -0.1802 0.6976
O 0.485099 -0.262659 -3.149859 0.3202 0.1980 -0.7706
O 1.335766 -1.510399 -1.606755 -0.2686 0.8602 -1.3390
H 0.747562 1.197910 -0.348674 -0.0328 -0.0171 -0.1471
H 1.418417 1.736529 1.272551 0.1171 0.0892 0.1590
H -0.806621 1.659638 2.232873 0.0512 0.0297 0.1550
H -1.596108 0.695765 -0.578263 -0.0710 -0.0768 -0.0709
H -2.565727 1.839676 0.370459 -0.1214 0.0661 -0.0081
H -2.384617 0.186553 0.927577 -0.0973 -0.0980 -0.0097
H 0.900030 -3.114077 -0.409519 0.0829 0.0487 0.0218
H 0.612417 -1.510766 0.319194 0.0612 -0.0554 -0.0474
H 2.280838 -2.097577 0.091575 0.0156 -0.0176 -0.0465
H 1.309925 -0.569790 -3.580644 0.0524 -0.1308 0.1546
```
Forces are in eV/Å.



Repeat the eighth record exactly.
ORCA calculation (the ωB97M-V functional and the def2-TZVPD basis) on 2 unconnected molecules or ions with the total composition C5H10O2.

HOMO level = -9.183 eV
Kohn-Sham gap = 10.0 eV
total energy = -346.8899 Ha
charge = 0
LUMO = 0.8491 eV

```
17
Properties=species:S:1:pos:R:3:forces:R:3
C 0.563137 1.447896 0.683881 0.3557 0.0569 -0.0203
C -0.652015 1.397387 1.193476 -0.2632 -0.0059 0.1089
C 0.314749 -0.709905 -1.950713 0.0900 -0.8319 1.1849
C -1.869091 1.004554 0.426391 0.0583 0.0652 -0.0222
C 1.275868 -2.093218 -0.322849 -0.3503 -0.1802 0.6976
O 0.485099 -0.262659 -3.149859 0.3202 0.1980 -0.7706
O 1.335766 -1.510399 -1.606755 -0.2686 0.8602 -1.3390
H 0.747562 1.197910 -0.348674 -0.0328 -0.0171 -0.1471
H 1.418417 1.736529 1.272551 0.1171 0.0892 0.1590
H -0.806621 1.659638 2.232873 0.0512 0.0297 0.1550
H -1.596108 0.695765 -0.578263 -0.0710 -0.0768 -0.0709
H -2.565727 1.839676 0.370459 -0.1214 0.0661 -0.0081
H -2.384617 0.186553 0.927577 -0.0973 -0.0980 -0.0097
H 0.900030 -3.114077 -0.409519 0.0829 0.0487 0.0218
H 0.612417 -1.510766 0.319194 0.0612 -0.0554 -0.0474
H 2.280838 -2.097577 0.091575 0.0156 -0.0176 -0.0465
H 1.309925 -0.569790 -3.580644 0.0524 -0.1308 0.1546
```
Forces are in eV/Å.



Q: Look up the total energy of the fifth one.
A: -346.9424 Ha



Q: What is the total energy in the first record?
A: -347.0145 Ha